# 1
The following is a DFT calculation (ωB97M-V/def2-TZVPD) of a single C23H25N7O2 molecule in a non-equilibrium geometry.

Values from the calculation:
- HOMO: -0.292 Ha
- SMILES: CCCCNC(=O)CCC(=O)NNc1nc2ccccc2c2nc(-c3ccccc3)nn12
- Frontier orbital gap: 8.51 eV
- Relative energy (zero: lowest compared OMol25 entry of this formula, charge and spin): 23.8 kJ/mol

Geometry as XYZ:
```
57
Properties=species:S:1:pos:R:3:lowdin_charge:R:1
C -8.07007 -1.55744 1.39752 -0.117
C -6.59374 -1.29003 1.66260 -0.276
C -6.14272 0.03517 1.05379 -0.209
C -4.66050 0.29775 1.31911 -0.186
N -4.22074 1.54510 0.73279 0.058
C -3.37741 1.60798 -0.31438 -0.475
O -2.88118 0.61784 -0.81981 0.043
C -3.10716 3.02752 -0.79679 -0.090
H -2.71503 3.61854 0.03411 0.131
H -4.06221 3.46580 -1.09790 0.124
C -2.13322 3.07721 -1.97832 -0.091
C -0.69634 2.89069 -1.52236 -0.490
O 0.09821 3.80145 -1.37391 0.056
N -0.36742 1.60279 -1.30554 0.101
N 0.88946 1.29412 -0.80265 0.118
C 1.34500 0.02868 -0.80562 -0.291
N 0.57079 -0.97752 -1.06255 0.178
C 1.06500 -2.24673 -0.97917 -0.215
C 0.20882 -3.32023 -1.25829 -0.019
C 0.67390 -4.61120 -1.18527 -0.080
C 1.99908 -4.87789 -0.83428 -0.088
C 2.86153 -3.84460 -0.55441 -0.022
C 2.40694 -2.52574 -0.62284 -0.089
C 3.22919 -1.39654 -0.35193 -0.198
N 4.49135 -1.26351 -0.00897 0.203
C 4.66948 0.07767 0.09236 -0.291
N 3.57937 0.78560 -0.17023 0.172
N 2.66119 -0.14703 -0.45222 0.024
C 5.93972 0.67422 0.45455 -0.169
C 6.06977 2.05870 0.54455 -0.030
C 7.28601 2.61488 0.89023 -0.083
C 8.37734 1.79974 1.14789 -0.090
C 8.25096 0.42242 1.05917 -0.083
C 7.03827 -0.14224 0.71402 -0.030
H 6.91860 -1.21180 0.63910 0.106
H 9.10252 -0.21136 1.26009 0.102
H 9.32693 2.23872 1.41781 0.100
H 7.38659 3.68830 0.95960 0.102
H 5.21061 2.67860 0.34056 0.107
H 3.89011 -4.02059 -0.28045 0.114
H 2.34390 -5.89967 -0.78351 0.100
H 0.00759 -5.43350 -1.40208 0.102
H -0.81166 -3.09896 -1.52721 0.111
H 1.52848 2.08209 -0.76176 0.143
H -1.05396 0.84654 -1.28765 0.115
H -2.39429 2.29818 -2.69501 0.123
H -2.19903 4.05260 -2.46044 0.123
H -4.63754 2.39245 1.08531 0.145
H -4.47051 0.32160 2.39715 0.126
H -4.05137 -0.48915 0.86960 0.123
H -6.73769 0.85009 1.47505 0.113
H -6.31247 0.01776 -0.02470 0.119
H -6.41490 -1.27159 2.74001 0.108
H -5.99556 -2.09981 1.24083 0.111
H -8.37076 -2.50467 1.83799 0.068
H -8.68540 -0.76939 1.82629 0.071
H -8.26388 -1.59959 0.32818 0.072
```

=====

# 2
The following is a DFT calculation (ωB97M-V/def2-TZVPD) of a single C23H25N7OS molecule.

Values from the calculation:
- HOMO: -0.298 Ha
- SMILES: CCCCn1c(SCc2nc(N)nc(Nc3ccccc3C)n2)nc2ccccc2c1=O
- Frontier orbital gap: 8.76 eV

Geometry as XYZ:
```
57
Properties=species:S:1:pos:R:3:lowdin_charge:R:1
C 2.00210 -1.39584 -3.96613 -0.096
C 1.47468 -1.80050 -2.59462 -0.258
C 0.19280 -2.63140 -2.65533 -0.194
C -1.01702 -1.88292 -3.22284 -0.166
N -1.35083 -0.69766 -2.45346 0.019
C -1.99214 -0.78696 -1.25766 -0.560
N -2.28600 0.20161 -0.49265 0.102
C -1.88923 1.45425 -0.85725 -0.200
C -2.13358 2.53062 0.00257 -0.008
C -1.73433 3.79504 -0.36175 -0.070
C -1.09544 4.01914 -1.58196 -0.077
C -0.85242 2.97017 -2.43856 -0.008
C -1.24257 1.67684 -2.08474 -0.064
C -0.98552 0.55226 -2.97395 -0.355
O -0.49350 0.64023 -4.08188 0.070
H -0.35978 3.11427 -3.38838 0.119
H -0.79199 5.01951 -1.85138 0.102
H -1.91833 4.62690 0.30259 0.104
H -2.62874 2.33566 0.94071 0.104
S -2.46539 -2.37634 -0.68870 1.025
C -2.89314 -1.94383 1.01508 -0.367
C -1.83715 -1.07886 1.62994 -0.453
N -2.25842 -0.19739 2.52041 0.168
C -1.29684 0.58232 3.02513 -0.458
N -0.00489 0.50805 2.71239 0.183
C 0.31179 -0.45152 1.85124 -0.350
N -0.58014 -1.28346 1.28597 0.158
N 1.58582 -0.67829 1.47029 0.148
C 2.77711 -0.07042 1.86194 -0.185
C 2.79177 1.11039 2.59751 -0.024
C 3.99105 1.68930 2.96805 -0.088
C 5.18906 1.10091 2.60609 -0.097
C 5.17607 -0.07134 1.87021 -0.057
C 3.98815 -0.67434 1.48799 -0.214
C 4.01351 -1.94726 0.69175 -0.042
H 3.58312 -1.79383 -0.29856 0.064
H 3.45650 -2.73845 1.19431 0.088
H 5.03814 -2.28633 0.56195 0.079
H 6.11141 -0.53266 1.58680 0.107
H 6.12850 1.54864 2.89298 0.098
H 3.98614 2.60536 3.53974 0.100
H 1.85273 1.55824 2.87283 0.079
H 1.66552 -1.45954 0.83371 0.123
N -1.66970 1.53476 3.89538 0.165
H -0.96319 2.07635 4.35815 0.104
H -2.62218 1.55000 4.21042 0.103
H -2.96804 -2.89434 1.54479 0.087
H -3.84873 -1.42381 1.03963 0.083
H -0.81039 -1.54108 -4.23895 0.123
H -1.88571 -2.54740 -3.23236 0.103
H 0.35906 -3.50695 -3.28560 0.118
H -0.04937 -2.98291 -1.65085 0.070
H 2.23349 -2.40212 -2.08607 0.092
H 1.30289 -0.90377 -1.99236 0.103
H 1.33291 -0.68606 -4.44392 0.051
H 2.97684 -0.92321 -3.86728 0.072
H 2.10681 -2.26905 -4.60675 0.076
```

=====

Repeat the first record exactly.
The following is a DFT calculation (ωB97M-V/def2-TZVPD) of a single C23H25N7O2 molecule in a non-equilibrium geometry.

Values from the calculation:
- HOMO: -0.292 Ha
- SMILES: CCCCNC(=O)CCC(=O)NNc1nc2ccccc2c2nc(-c3ccccc3)nn12
- Frontier orbital gap: 8.51 eV
- Relative energy (zero: lowest compared OMol25 entry of this formula, charge and spin): 23.8 kJ/mol

Geometry as XYZ:
```
57
Properties=species:S:1:pos:R:3:lowdin_charge:R:1
C -8.07007 -1.55744 1.39752 -0.117
C -6.59374 -1.29003 1.66260 -0.276
C -6.14272 0.03517 1.05379 -0.209
C -4.66050 0.29775 1.31911 -0.186
N -4.22074 1.54510 0.73279 0.058
C -3.37741 1.60798 -0.31438 -0.475
O -2.88118 0.61784 -0.81981 0.043
C -3.10716 3.02752 -0.79679 -0.090
H -2.71503 3.61854 0.03411 0.131
H -4.06221 3.46580 -1.09790 0.124
C -2.13322 3.07721 -1.97832 -0.091
C -0.69634 2.89069 -1.52236 -0.490
O 0.09821 3.80145 -1.37391 0.056
N -0.36742 1.60279 -1.30554 0.101
N 0.88946 1.29412 -0.80265 0.118
C 1.34500 0.02868 -0.80562 -0.291
N 0.57079 -0.97752 -1.06255 0.178
C 1.06500 -2.24673 -0.97917 -0.215
C 0.20882 -3.32023 -1.25829 -0.019
C 0.67390 -4.61120 -1.18527 -0.080
C 1.99908 -4.87789 -0.83428 -0.088
C 2.86153 -3.84460 -0.55441 -0.022
C 2.40694 -2.52574 -0.62284 -0.089
C 3.22919 -1.39654 -0.35193 -0.198
N 4.49135 -1.26351 -0.00897 0.203
C 4.66948 0.07767 0.09236 -0.291
N 3.57937 0.78560 -0.17023 0.172
N 2.66119 -0.14703 -0.45222 0.024
C 5.93972 0.67422 0.45455 -0.169
C 6.06977 2.05870 0.54455 -0.030
C 7.28601 2.61488 0.89023 -0.083
C 8.37734 1.79974 1.14789 -0.090
C 8.25096 0.42242 1.05917 -0.083
C 7.03827 -0.14224 0.71402 -0.030
H 6.91860 -1.21180 0.63910 0.106
H 9.10252 -0.21136 1.26009 0.102
H 9.32693 2.23872 1.41781 0.100
H 7.38659 3.68830 0.95960 0.102
H 5.21061 2.67860 0.34056 0.107
H 3.89011 -4.02059 -0.28045 0.114
H 2.34390 -5.89967 -0.78351 0.100
H 0.00759 -5.43350 -1.40208 0.102
H -0.81166 -3.09896 -1.52721 0.111
H 1.52848 2.08209 -0.76176 0.143
H -1.05396 0.84654 -1.28765 0.115
H -2.39429 2.29818 -2.69501 0.123
H -2.19903 4.05260 -2.46044 0.123
H -4.63754 2.39245 1.08531 0.145
H -4.47051 0.32160 2.39715 0.126
H -4.05137 -0.48915 0.86960 0.123
H -6.73769 0.85009 1.47505 0.113
H -6.31247 0.01776 -0.02470 0.119
H -6.41490 -1.27159 2.74001 0.108
H -5.99556 -2.09981 1.24083 0.111
H -8.37076 -2.50467 1.83799 0.068
H -8.68540 -0.76939 1.82629 0.071
H -8.26388 -1.59959 0.32818 0.072
```

=====

Copy entry 2 word for word.
The following is a DFT calculation (ωB97M-V/def2-TZVPD) of a single C23H25N7OS molecule.

Values from the calculation:
- HOMO: -0.298 Ha
- SMILES: CCCCn1c(SCc2nc(N)nc(Nc3ccccc3C)n2)nc2ccccc2c1=O
- Frontier orbital gap: 8.76 eV

Geometry as XYZ:
```
57
Properties=species:S:1:pos:R:3:lowdin_charge:R:1
C 2.00210 -1.39584 -3.96613 -0.096
C 1.47468 -1.80050 -2.59462 -0.258
C 0.19280 -2.63140 -2.65533 -0.194
C -1.01702 -1.88292 -3.22284 -0.166
N -1.35083 -0.69766 -2.45346 0.019
C -1.99214 -0.78696 -1.25766 -0.560
N -2.28600 0.20161 -0.49265 0.102
C -1.88923 1.45425 -0.85725 -0.200
C -2.13358 2.53062 0.00257 -0.008
C -1.73433 3.79504 -0.36175 -0.070
C -1.09544 4.01914 -1.58196 -0.077
C -0.85242 2.97017 -2.43856 -0.008
C -1.24257 1.67684 -2.08474 -0.064
C -0.98552 0.55226 -2.97395 -0.355
O -0.49350 0.64023 -4.08188 0.070
H -0.35978 3.11427 -3.38838 0.119
H -0.79199 5.01951 -1.85138 0.102
H -1.91833 4.62690 0.30259 0.104
H -2.62874 2.33566 0.94071 0.104
S -2.46539 -2.37634 -0.68870 1.025
C -2.89314 -1.94383 1.01508 -0.367
C -1.83715 -1.07886 1.62994 -0.453
N -2.25842 -0.19739 2.52041 0.168
C -1.29684 0.58232 3.02513 -0.458
N -0.00489 0.50805 2.71239 0.183
C 0.31179 -0.45152 1.85124 -0.350
N -0.58014 -1.28346 1.28597 0.158
N 1.58582 -0.67829 1.47029 0.148
C 2.77711 -0.07042 1.86194 -0.185
C 2.79177 1.11039 2.59751 -0.024
C 3.99105 1.68930 2.96805 -0.088
C 5.18906 1.10091 2.60609 -0.097
C 5.17607 -0.07134 1.87021 -0.057
C 3.98815 -0.67434 1.48799 -0.214
C 4.01351 -1.94726 0.69175 -0.042
H 3.58312 -1.79383 -0.29856 0.064
H 3.45650 -2.73845 1.19431 0.088
H 5.03814 -2.28633 0.56195 0.079
H 6.11141 -0.53266 1.58680 0.107
H 6.12850 1.54864 2.89298 0.098
H 3.98614 2.60536 3.53974 0.100
H 1.85273 1.55824 2.87283 0.079
H 1.66552 -1.45954 0.83371 0.123
N -1.66970 1.53476 3.89538 0.165
H -0.96319 2.07635 4.35815 0.104
H -2.62218 1.55000 4.21042 0.103
H -2.96804 -2.89434 1.54479 0.087
H -3.84873 -1.42381 1.03963 0.083
H -0.81039 -1.54108 -4.23895 0.123
H -1.88571 -2.54740 -3.23236 0.103
H 0.35906 -3.50695 -3.28560 0.118
H -0.04937 -2.98291 -1.65085 0.070
H 2.23349 -2.40212 -2.08607 0.092
H 1.30289 -0.90377 -1.99236 0.103
H 1.33291 -0.68606 -4.44392 0.051
H 2.97684 -0.92321 -3.86728 0.072
H 2.10681 -2.26905 -4.60675 0.076
```

=====

Copy entry 2 word for word.
The following is a DFT calculation (ωB97M-V/def2-TZVPD) of a single C23H25N7OS molecule.

Values from the calculation:
- HOMO: -0.298 Ha
- SMILES: CCCCn1c(SCc2nc(N)nc(Nc3ccccc3C)n2)nc2ccccc2c1=O
- Frontier orbital gap: 8.76 eV

Geometry as XYZ:
```
57
Properties=species:S:1:pos:R:3:lowdin_charge:R:1
C 2.00210 -1.39584 -3.96613 -0.096
C 1.47468 -1.80050 -2.59462 -0.258
C 0.19280 -2.63140 -2.65533 -0.194
C -1.01702 -1.88292 -3.22284 -0.166
N -1.35083 -0.69766 -2.45346 0.019
C -1.99214 -0.78696 -1.25766 -0.560
N -2.28600 0.20161 -0.49265 0.102
C -1.88923 1.45425 -0.85725 -0.200
C -2.13358 2.53062 0.00257 -0.008
C -1.73433 3.79504 -0.36175 -0.070
C -1.09544 4.01914 -1.58196 -0.077
C -0.85242 2.97017 -2.43856 -0.008
C -1.24257 1.67684 -2.08474 -0.064
C -0.98552 0.55226 -2.97395 -0.355
O -0.49350 0.64023 -4.08188 0.070
H -0.35978 3.11427 -3.38838 0.119
H -0.79199 5.01951 -1.85138 0.102
H -1.91833 4.62690 0.30259 0.104
H -2.62874 2.33566 0.94071 0.104
S -2.46539 -2.37634 -0.68870 1.025
C -2.89314 -1.94383 1.01508 -0.367
C -1.83715 -1.07886 1.62994 -0.453
N -2.25842 -0.19739 2.52041 0.168
C -1.29684 0.58232 3.02513 -0.458
N -0.00489 0.50805 2.71239 0.183
C 0.31179 -0.45152 1.85124 -0.350
N -0.58014 -1.28346 1.28597 0.158
N 1.58582 -0.67829 1.47029 0.148
C 2.77711 -0.07042 1.86194 -0.185
C 2.79177 1.11039 2.59751 -0.024
C 3.99105 1.68930 2.96805 -0.088
C 5.18906 1.10091 2.60609 -0.097
C 5.17607 -0.07134 1.87021 -0.057
C 3.98815 -0.67434 1.48799 -0.214
C 4.01351 -1.94726 0.69175 -0.042
H 3.58312 -1.79383 -0.29856 0.064
H 3.45650 -2.73845 1.19431 0.088
H 5.03814 -2.28633 0.56195 0.079
H 6.11141 -0.53266 1.58680 0.107
H 6.12850 1.54864 2.89298 0.098
H 3.98614 2.60536 3.53974 0.100
H 1.85273 1.55824 2.87283 0.079
H 1.66552 -1.45954 0.83371 0.123
N -1.66970 1.53476 3.89538 0.165
H -0.96319 2.07635 4.35815 0.104
H -2.62218 1.55000 4.21042 0.103
H -2.96804 -2.89434 1.54479 0.087
H -3.84873 -1.42381 1.03963 0.083
H -0.81039 -1.54108 -4.23895 0.123
H -1.88571 -2.54740 -3.23236 0.103
H 0.35906 -3.50695 -3.28560 0.118
H -0.04937 -2.98291 -1.65085 0.070
H 2.23349 -2.40212 -2.08607 0.092
H 1.30289 -0.90377 -1.99236 0.103
H 1.33291 -0.68606 -4.44392 0.051
H 2.97684 -0.92321 -3.86728 0.072
H 2.10681 -2.26905 -4.60675 0.076
```